--- w ---
The following is a quantum chemistry calculation of a gas-phase ion, C6H15N2 (charge +1), from the Open Molecules 2025 dataset.

Results
E_HOMO	-11.61	eV
HOMO-LUMO gap	8.284	eV
SMILES string	CCN/C=C/CC[NH3+]

The geometry in ORCA input format:
```
! RIJCOSX wB97M-V def2-TZVPD def2/J DEFGRID3
* xyz 1 1
H 1.451 -1.470 -1.692
H -1.164 1.274 1.191
C -0.785 -0.978 0.020
H 1.128 -0.271 0.490
H -1.197 -2.842 -0.956
H 1.422 1.354 2.001
C 0.736 2.081 1.557
N -0.261 -1.108 -2.811
C 0.511 -1.993 -1.875
C 0.075 -0.012 0.378
H -1.857 -0.838 0.102
H -0.702 -0.339 -2.288
H 0.281 -2.863 0.014
H 1.173 2.816 0.894
H -0.924 3.118 2.425
H 0.635 3.508 3.122
H 0.272 -0.751 -3.601
C -0.330 -2.261 -0.637
H -1.104 -1.591 -3.098
N -0.231 1.254 0.799
H 0.827 -2.875 -2.432
H 0.022 2.095 3.651
C 0.023 2.692 2.747
*
```


--- x ---
The following is a quantum chemistry calculation of a gas-phase ion, C6H15N2 (charge +1), from the Open Molecules 2025 dataset.

Results
E_HOMO	-11.23	eV
HOMO-LUMO gap	7.949	eV
SMILES string	C[C@H]([NH3+])CC/C=C/N

The geometry in ORCA input format:
```
! RIJCOSX wB97M-V def2-TZVPD def2/J DEFGRID3
* xyz 1 1
N 0.736 -3.333 -1.750
C -0.340 2.388 1.813
H 0.002 -1.819 -2.982
H 0.036 -1.618 0.071
H 0.936 -0.191 2.329
H -0.568 2.185 2.863
C -0.251 -1.334 -0.933
H -1.207 2.993 1.517
C -1.007 -0.040 -1.106
H 0.453 3.137 1.810
H -1.038 0.439 1.412
C -0.298 1.154 -0.485
H -1.417 0.117 -2.099
C -0.275 1.124 1.035
H 1.362 -0.200 0.750
H -1.978 -0.215 -0.608
C 0.040 -2.165 -1.961
H 0.795 -4.059 -2.432
H -0.702 2.129 -0.776
H 0.735 1.295 -0.829
N 1.051 0.407 1.508
H 1.178 -3.503 -0.862
H 1.756 1.108 1.715
*
```


--- y ---
The following is a quantum chemistry calculation of a gas-phase ion, C6H15N2 (charge +1), from the Open Molecules 2025 dataset.

Results
E_HOMO	-12.98	eV
HOMO-LUMO gap	9.678	eV
SMILES string	[NH3+]CCN1CCCC1

The geometry in ORCA input format:
```
! RIJCOSX wB97M-V def2-TZVPD def2/J DEFGRID3
* xyz 1 1
H -0.140 -2.082 0.598
H -1.092 1.652 -0.241
H -0.419 -1.080 -1.696
C 1.657 -0.145 0.273
H 3.032 1.458 0.970
H -1.933 -1.002 -2.424
H 0.816 3.128 0.492
C -0.316 1.284 0.436
H -2.385 -0.334 -0.304
N 0.161 -0.076 0.011
C 0.966 2.088 0.206
C 1.959 1.230 0.920
H 1.929 1.177 2.022
H 1.123 2.085 -0.869
H 2.052 -0.969 0.858
H -2.597 -2.074 -0.133
H -0.688 1.190 1.455
H 2.093 -0.220 -0.717
C -0.669 -1.123 0.581
C -1.873 -1.296 -0.350
H -1.272 -2.479 -1.915
N -1.364 -1.489 -1.761
H -1.040 -0.922 1.591
*
```


How do the energies compare? Relative to the most stable structure, in kJ/mol: w 22.6; x 11.3; y 0.0.


--- w ---
The following is a quantum chemistry calculation of a gas-phase ion, C6H15N2 (charge +1), from the Open Molecules 2025 dataset.

Results
E_HOMO	-11.36	eV
HOMO-LUMO gap	7.720	eV
SMILES string	CC/C(=C\N)CC[NH3+]

The geometry in ORCA input format:
```
! RIJCOSX wB97M-V def2-TZVPD def2/J DEFGRID3
* xyz 1 1
H -0.414 -1.742 1.243
H 0.278 0.690 1.796
C -0.417 1.077 1.034
C -0.834 0.026 0.015
H -2.753 2.002 -0.680
H -2.605 1.522 -2.287
H 1.646 -0.372 0.540
C 1.270 -1.177 -0.088
H 3.031 -2.112 0.220
H 1.367 -0.962 -1.146
H -1.247 1.254 1.736
C -1.632 0.285 -1.024
H -0.602 -2.016 -0.485
H 0.484 3.078 1.143
H 2.040 -3.118 -0.457
H 0.983 1.984 -0.275
H 1.815 -2.810 1.158
N -2.220 1.488 -1.360
H -0.424 2.838 -0.311
C -0.219 -1.330 0.256
N 2.101 -2.404 0.271
C 0.202 2.322 0.418
H -1.850 -0.523 -1.715
*
```


--- x ---
The following is a quantum chemistry calculation of 2 unconnected molecules or ions with the total composition C6H15N2, from the Open Molecules 2025 dataset.

Results
E_HOMO	-12.69	eV
HOMO-LUMO gap	6.059	eV

The geometry in ORCA input format:
```
! RIJCOSX wB97M-V def2-TZVPD def2/J DEFGRID3
* xyz 1 1
H 0.570 1.683 -2.105
N -0.202 1.304 2.231
H 4.491 1.871 -0.259
H -1.738 -0.080 2.167
H -2.208 -0.340 -1.310
H -2.519 -2.872 -0.924
C -1.513 -2.367 -0.683
H -0.879 -2.474 -1.603
H -2.834 -0.798 0.182
H -1.033 0.947 -2.024
H 3.155 0.959 0.298
H 4.611 0.158 0.118
H -0.723 1.821 2.940
N 4.056 0.975 -0.181
C 0.043 0.691 -1.961
C -0.969 0.283 1.566
H 0.221 0.068 -2.927
C -0.815 -0.116 0.228
H -0.969 -2.788 0.126
H 0.594 0.927 2.757
C 0.323 -0.023 -0.606
H 1.313 -0.383 -0.555
C -1.907 -0.909 -0.416
*
```


--- y ---
The following is a quantum chemistry calculation of 2 unconnected molecules or ions with the total composition C6H15N2, from the Open Molecules 2025 dataset.

Results
E_HOMO	-11.75	eV
HOMO-LUMO gap	7.906	eV

The geometry in ORCA input format:
```
! RIJCOSX wB97M-V def2-TZVPD def2/J DEFGRID3
* xyz 1 1
C -2.367 -1.215 -2.214
C 0.613 0.440 1.199
C 1.328 1.776 1.508
H -1.979 -2.204 -0.262
H 0.124 -1.822 -1.871
H 0.721 0.294 0.128
H 2.364 -0.704 1.569
H 1.161 3.714 0.829
H -3.224 -0.858 -0.314
C -0.316 -2.234 -2.785
H 0.795 -1.646 1.587
H -0.464 0.557 1.480
H 1.069 2.175 2.479
C 1.300 -0.717 1.880
N 0.855 2.795 0.517
H 1.245 2.594 -0.403
H -2.997 -0.443 -2.670
H 2.379 1.639 1.351
H -0.157 2.754 0.508
H 1.274 -0.716 2.960
C -2.500 -1.419 -0.854
H 0.300 -2.840 -3.463
N -1.522 -1.921 -3.160
*
```


--- z ---
The following is a quantum chemistry calculation of 2 unconnected molecules or ions with the total composition C6H15N2, from the Open Molecules 2025 dataset.

Results
E_HOMO	-13.13	eV
HOMO-LUMO gap	9.783	eV

The geometry in ORCA input format:
```
! RIJCOSX wB97M-V def2-TZVPD def2/J DEFGRID3
* xyz 1 1
H 2.633 -0.374 -0.362
H -0.753 2.205 1.979
H -1.117 -1.844 -1.249
C 1.179 1.406 1.570
H -2.733 0.629 2.103
H -0.507 0.939 -1.274
C -0.173 1.330 1.582
H -0.413 -0.911 1.181
H 1.089 1.266 -0.836
N -2.085 -0.140 2.210
H 1.834 0.541 1.517
H 0.639 1.176 -2.432
H -0.897 -1.025 -2.809
C 1.814 -1.037 -0.611
C -0.363 -1.521 -1.959
C -1.003 0.066 1.173
H 1.686 2.360 1.794
H -2.634 -0.938 1.896
H 1.919 -2.068 -0.298
C 0.743 -0.661 -1.357
N 0.484 0.772 -1.503
H -1.481 0.252 0.151
H 0.139 -2.422 -2.465
*
```


How do the energies compare? Relative to the most stable structure, in kJ/mol: w 0.0; x 296.8; y 122.0; z 146.2.


--- w ---
The following is a quantum chemistry calculation of a molecular structure, C2H4NP, from the Open Molecules 2025 dataset.

Results
E_HOMO	-8.65	eV
HOMO-LUMO gap	9.229	eV

The geometry in ORCA input format:
```
! RIJCOSX wB97M-V def2-TZVPD def2/J DEFGRID3
* xyz 0 1
C 1.080 0.958 0.394
P 0.924 2.102 -0.886
H -2.883 -1.618 2.098
H 2.256 2.281 -0.810
C 0.485 -0.108 1.106
H -2.106 -1.422 2.172
H -0.267 -0.872 1.300
N 1.720 0.017 1.254
*
```


--- x ---
The following is a quantum chemistry calculation of a single C2H4NP molecule, from the Open Molecules 2025 dataset.

Results
E_HOMO	-9.16	eV
HOMO-LUMO gap	10.318	eV
SMILES string	C1[C@@H]2NP12

The geometry in ORCA input format:
```
! RIJCOSX wB97M-V def2-TZVPD def2/J DEFGRID3
* xyz 0 1
N -0.790 -1.156 -0.394
H -0.267 -1.047 -1.364
H 0.816 1.672 0.495
P -1.340 0.515 -0.035
C 0.533 0.823 -0.156
H 1.093 0.525 -0.928
H -0.048 -0.826 1.737
C 0.004 -0.505 0.644
*
```


How do the energies compare? Relative to the most stable structure, in kJ/mol: w 185.3; x 0.0.